No. 1
Molecular formula: C4H8ClN
Method: DFT, wB97M-V/def2-TZVPD

Geometry as ORCA input:
```
! RIJCOSX wB97M-V def2-TZVPD def2/J DEFGRID3
* xyz 0 1
C 1.137 0.400 0.043
C -0.120 -0.449 -0.411
C -1.399 -0.234 0.276
C -0.593 -1.515 0.413
H 0.488 2.319 0.349
H 0.932 2.124 -1.192
H 2.117 -0.078 -0.217
H 1.057 0.345 1.179
H -2.333 -0.351 -0.247
H -1.222 0.526 0.974
H -0.917 -2.441 -0.053
H -0.027 -1.741 1.330
N 1.153 1.832 -0.220
Cl -0.272 -0.736 -2.224
*
```

Properties
DFT total energy   -672.11071 hartree
SMILES string   NCC1(Cl)CC1
Energy relative to the best compared isomer or geometry (same formula, charge and spin)   68.3 kJ/mol
E_HOMO   -9.598 eV
Maximum force   3.67 eV/A
Frontier orbital gap   10.5 eV


No. 2
Molecular formula: C11H7FN2O
Method: DFT, wB97M-V/def2-TZVPD

Geometry as ORCA input:
```
! RIJCOSX wB97M-V def2-TZVPD def2/J DEFGRID3
* xyz 0 3
C -1.359 -2.097 -0.318
C 3.258 -0.113 0.270
C 2.706 -1.389 0.282
C 2.448 1.003 0.000
C 1.404 -1.603 -0.071
C 1.061 0.841 -0.305
C -2.148 1.499 -0.632
C -2.873 1.451 1.384
C 0.686 -0.446 -0.427
C -2.040 0.239 -0.135
C -1.524 -0.847 -0.902
N -1.118 -3.142 0.192
N -2.509 0.239 1.157
O -2.727 2.287 0.414
F -1.759 -0.712 -2.224
H 4.213 0.164 0.608
H 3.228 -2.229 0.670
H 2.847 2.020 -0.142
H 1.025 -2.597 -0.090
H 0.410 1.704 -0.594
H -1.656 2.152 -1.335
H -3.571 1.575 2.199
*
```

Properties
DFT total energy   -707.74149 hartree
E_HOMO (alpha / beta)   -6.899 / -9.385 eV
Maximum force   4.03 eV/A
Frontier orbital gap (alpha / beta)   7.5 / 6.8 eV


No. 3
Molecular formula: C5H5N3O3S
Method: DFT, wB97M-V/def2-TZVPD

Geometry as ORCA input:
```
! RIJCOSX wB97M-V def2-TZVPD def2/J DEFGRID3
* xyz 0 1
C -1.101 -1.307 -0.553
C 0.299 0.098 -1.980
C 0.642 0.798 1.737
C 1.553 1.887 1.200
C -2.173 -2.305 -0.723
N -0.431 -0.801 -1.631
N -0.778 -0.687 0.519
N 0.250 0.222 0.544
O 0.278 0.413 2.792
O 2.623 0.830 -0.829
O 0.771 2.432 -1.195
S 1.286 1.307 -0.481
H 1.169 2.818 1.454
H 2.503 1.820 1.562
H -2.524 -2.435 0.318
H -2.682 -1.973 -1.534
H -1.685 -3.118 -1.201
*
```

Properties
DFT total energy   -981.50776 hartree
Energy relative to the best compared isomer or geometry (same formula, charge and spin)   124.1 kJ/mol
E_HOMO   -10.191 eV
Maximum force   4.80 eV/A
Frontier orbital gap   9.1 eV


No. 4
Molecular formula: H8O16S3Zn
Method: DFT, wB97M-V/def2-TZVPD

Geometry as ORCA input:
```
! RIJCOSX wB97M-V def2-TZVPD def2/J DEFGRID3
* xyz -4 1
Zn 0.209 -0.163 -0.277
S -2.949 0.326 -1.352
O -1.825 -0.100 -0.452
O -4.239 0.078 -0.659
O -2.833 1.716 -1.783
O -2.835 -0.558 -2.574
S 0.052 0.452 3.144
O -0.074 1.882 2.945
O 1.251 0.153 4.000
O -1.132 -0.197 3.742
O 0.338 -0.242 1.801
S 0.972 3.005 -1.304
O 0.658 1.686 -0.641
O 2.449 2.964 -1.612
O 0.214 3.155 -2.554
O 0.710 4.104 -0.359
O 0.979 -2.622 2.484
H 0.897 -2.591 3.440
H 0.762 -1.655 2.225
O -0.106 -0.425 -2.509
H -1.073 -0.417 -2.727
H 0.341 -0.847 -3.244
O 2.242 -0.711 -0.666
H 2.870 -1.417 -0.819
H 2.725 0.125 -0.763
O -0.081 -2.241 0.007
H 0.273 -2.661 0.809
H -0.796 -2.800 -0.302
*
```

Properties
DFT total energy   -4182.37081 hartree
Energy relative to the best compared isomer or geometry (same formula, charge and spin)   131.1 kJ/mol
E_HOMO   4.294 eV
Maximum force   2.37 eV/A
Frontier orbital gap   3.7 eV